Entry from the Open Molecules 2025 dataset: an isolated molecule of H3NOS2 in a non-equilibrium geometry (ωB97M-V/def2-TZVPD).

- ⟨S²⟩ = 2.009
- net charge = 0
- LUMO energy (spin up / spin down) (eV) = 0.620 / -2.704
- spin multiplicity = 3
- highest occupied orbital energy (spin up / spin down) (eV) = -5.86 / -9.28

Positions of all 7 atoms, in Å:
1 N 0.50513 -0.73429 -0.43597
2 O -0.92542 -0.33828 -0.86537
3 S 1.38561 0.43640 0.36248
4 S -1.75324 0.30295 0.46736
5 H 0.84744 -1.06007 -1.27973
6 H 1.05239 -0.06122 1.49090
7 H -1.11191 1.45452 0.26031

Charge distribution, Mulliken scheme, values in e:
1. N -0.20
2. O -0.20
3. S -0.08
4. S -0.13
5. H 0.24
6. H 0.16
7. H 0.20

---

Entry from the Open Molecules 2025 dataset: a structure of composition H3NP2S (ωB97M-V/def2-TZVPD).

- net charge = 0
- LUMO energy (spin up / spin down) (eV) = -1.454 / -1.716
- highest occupied orbital energy (spin up / spin down) (eV) = -8.75 / -8.45

Positions of all 7 atoms, in Å:
1 N 1.87931 -0.60876 -0.65955
2 P -2.17315 0.97244 -0.15557
3 P 0.54722 0.06458 -0.11433
4 S -1.27248 -1.00880 0.14567
5 H 1.77310 -1.16214 -1.50564
6 H -1.66935 1.46886 1.07580
7 H 0.91536 0.27383 1.21362

Charge distribution, Mulliken scheme, values in e:
1. N -0.52
2. P 0.03
3. P 0.24
4. S -0.18
5. H 0.26
6. H 0.07
7. H 0.11

---

Entry from the Open Molecules 2025 dataset: a structure of composition H3O2 in a non-equilibrium geometry (ωB97M-V/def2-TZVPD).

- net charge = -1
- LUMO energy (eV) = 5.486
- highest occupied orbital energy (eV) = -3.30

Positions of all 5 atoms, in Å:
1 O 0.17468 1.00504 0.64530
2 H -0.33807 1.62878 0.10006
3 O -0.18086 -1.05240 -0.50893
4 H 0.43544 -1.49826 -1.09371
5 H 0.30434 -0.05370 -0.06752

Charge distribution, Mulliken scheme, values in e:
1. O -0.96
2. H 0.20
3. O -0.85
4. H 0.21
5. H 0.41

---

Entry from the Open Molecules 2025 dataset: a cluster of 2 separate species, H3O3PS in total in a non-equilibrium geometry (ωB97M-V/def2-TZVPD).

- net charge = 0
- SMILES = O=PO.OS
- LUMO energy (eV) = -0.139
- highest occupied orbital energy (eV) = -9.02

Positions of all 8 atoms, in Å:
1 O 2.52898 0.58748 -1.02126
2 P 3.37917 0.08791 0.01568
3 O 2.73728 -1.32261 0.68628
4 H 1.89926 -1.67772 0.61623
5 O -0.14054 0.06840 -0.14536
6 S -1.76495 -0.19321 -0.65097
7 H 0.10360 0.83473 -0.51926
8 H -1.94714 -1.19688 0.22589

Charge distribution, Mulliken scheme, values in e:
1. O -0.37
2. P 0.49
3. O -0.44
4. H 0.32
5. O -0.38
6. S -0.05
7. H 0.29
8. H 0.14

---

Entry from the Open Molecules 2025 dataset: a structure of composition H3O3PS in a non-equilibrium geometry (ωB97M-V/def2-TZVPD).

- ⟨S²⟩ = 2.004
- net charge = 0
- LUMO energy (spin up / spin down) (eV) = 0.793 / -3.878
- spin multiplicity = 3
- highest occupied orbital energy (spin up / spin down) (eV) = -3.78 / -10.87

Positions of all 8 atoms, in Å:
1 O -0.07605 -0.73291 1.33086
2 O 0.90007 -0.95835 -1.08783
3 O 0.56925 1.25501 -0.09480
4 P -0.18368 -0.18534 -0.19357
5 S -1.92517 -0.09790 -1.03945
6 H -0.92527 -1.01471 1.71245
7 H 1.37298 -0.19534 -1.18558
8 H 0.26787 1.92953 0.55794

Charge distribution, Mulliken scheme, values in e:
1. O 0.15
2. O -0.07
3. O -0.13
4. P -0.97
5. S 0.08
6. H 0.29
7. H 0.36
8. H 0.30

---

Entry from the Open Molecules 2025 dataset: an isolated molecule of H3O4PS in a non-equilibrium geometry (ωB97M-V/def2-TZVPD).

- net charge = 0
- LUMO energy (eV) = -0.058
- highest occupied orbital energy (eV) = -9.78

Positions of all 9 atoms, in Å:
1 O -0.93535 -0.25355 0.62805
2 O 0.79398 1.31418 1.65479
3 O 0.55395 1.01963 -0.89802
4 O -1.69418 -0.76442 -0.47278
5 P 0.89397 0.31983 0.53800
6 S 1.82692 -1.38567 0.42205
7 H -1.29077 0.72664 0.62084
8 H -1.11627 -1.44228 -0.93504
9 H 0.96776 0.46564 -1.55789

Charge distribution, Mulliken scheme, values in e:
1. O -0.18
2. O -0.58
3. O -0.43
4. O -0.29
5. P 0.68
6. S -0.34
7. H 0.45
8. H 0.35
9. H 0.35

---

Entry from the Open Molecules 2025 dataset: a structure of composition H3O4PSi in a non-equilibrium geometry (ωB97M-V/def2-TZVPD).

- net charge = -2
- LUMO energy (eV) = 6.984
- highest occupied orbital energy (eV) = -0.62

Positions of all 9 atoms, in Å:
1 O -3.19501 1.11486 -0.84264
2 O -3.23702 -0.02820 1.46400
3 O -3.24508 -1.43851 -0.66811
4 O 0.68567 -2.07648 0.04526
5 Si 0.20308 -0.60634 0.05668
6 P -2.97352 -0.11157 -0.01156
7 H 0.55985 0.27334 1.22725
8 H 0.65188 0.31666 -1.05350
9 H -1.37468 -0.25473 0.00510

Charge distribution, Mulliken scheme, values in e:
1. O -0.72
2. O -0.72
3. O -0.71
4. O -0.63
5. Si 0.27
6. P 0.69
7. H -0.16
8. H -0.15
9. H 0.13

---

Entry from the Open Molecules 2025 dataset: a cluster of 2 separate species, H3O4PSi in total in a non-equilibrium geometry (ωB97M-V/def2-TZVPD).

- net charge = -2
- LUMO energy (eV) = 6.582
- highest occupied orbital energy (eV) = 0.12

Positions of all 9 atoms, in Å:
1 O -0.35542 1.47573 1.51093
2 O 1.69826 1.33448 0.19163
3 O 1.33989 -2.05519 1.87398
4 O -2.28433 0.80310 -1.22949
5 Si -0.87035 0.20373 -1.43146
6 P 0.38350 0.74367 0.45049
7 H 0.47417 -2.16449 2.32944
8 H 0.07513 0.82675 -2.38705
9 H -0.46087 -1.16777 -1.30846

Charge distribution, Mulliken scheme, values in e:
1. O -0.60
2. O -0.60
3. O -1.11
4. O -0.61
5. Si 0.30
6. P 0.73
7. H 0.16
8. H -0.14
9. H -0.12

---

Entry from the Open Molecules 2025 dataset: a structure of composition H3O6 in a non-equilibrium geometry (ωB97M-V/def2-TZVPD).

- net charge = +1
- LUMO energy (spin up / spin down) (eV) = -8.196 / -7.835
- highest occupied orbital energy (spin up / spin down) (eV) = -17.06 / -17.19

Positions of all 9 atoms, in Å:
1 O 2.04778 0.28017 0.08167
2 O -1.73708 0.77655 -0.29347
3 O 0.00434 -1.13214 -0.93902
4 O 0.92125 0.45615 0.66618
5 O -1.43576 -0.18036 0.61005
6 O -0.27172 -0.80943 0.40277
7 H 2.72435 0.00269 0.71866
8 H -1.39257 1.67262 0.08554
9 H -0.86059 -1.06624 -1.33238

Charge distribution, Mulliken scheme, values in e:
1. O -0.09
2. O -0.27
3. O -0.16
4. O 0.06
5. O 0.04
6. O 0.20
7. H 0.42
8. H 0.40
9. H 0.40

---

Entry from the Open Molecules 2025 dataset: a cluster of 2 separate species, H3O6 in total in a non-equilibrium geometry (ωB97M-V/def2-TZVPD).

- net charge = +1
- LUMO energy (spin up / spin down) (eV) = -9.285 / -9.284
- highest occupied orbital energy (spin up / spin down) (eV) = -16.77 / -16.77

Positions of all 9 atoms, in Å:
1 O -0.56805 -0.00688 -1.90767
2 O 1.25814 0.79124 1.07562
3 O -1.64283 0.11161 0.33844
4 O 0.46758 -0.36903 -1.24955
5 O 0.94938 -0.56140 1.06832
6 O 0.09662 -0.86872 0.17617
7 H -1.08900 -0.77134 -2.26213
8 H 1.99157 0.92015 1.71258
9 H -1.46340 0.75436 1.04822

Charge distribution, Mulliken scheme, values in e:
1. O -0.13
2. O -0.22
3. O -0.21
4. O 0.15
5. O 0.19
6. O 0.05
7. H 0.41
8. H 0.40
9. H 0.37